The following is a quantum chemistry calculation of a molecular structure, C56H120F6N4O32P7S2Ti, from the OMol25 dataset.

The calculation puts the HOMO energy (alpha / beta) at -6.436 / -9.330 eV. As for the charge: +1. As for the spin multiplicity: 5. The HOMO-LUMO gap (alpha / beta) comes out at 3.9 / 2.7 eV. As for the expectation value of S²: 6.01.

Structure (XYZ):
```
228
Properties=species:S:1:pos:R:3:forces:R:3
Ti 2.7794 9.5216 13.3254 -0.121 0.135 -0.415
C 6.5816 10.5781 14.9170 0.092 -1.161 0.000
F 6.7425 9.4719 15.7962 0.307 2.558 -2.549
F 7.2814 11.6382 15.3936 -0.457 -1.556 -0.626
F 6.9787 10.2666 13.6048 -0.639 0.628 3.242
S 4.6685 11.0165 14.9745 0.809 -0.311 -0.192
O 4.5236 12.0293 16.0129 0.116 -0.438 -0.917
O 4.3022 11.4059 13.6220 0.080 -0.489 0.452
N 3.9878 9.4460 15.2260 0.638 2.273 -0.794
S 3.7075 9.3946 16.7877 -2.482 0.085 4.183
O 4.7959 9.8546 17.6653 -0.750 -1.575 -1.530
O 2.4268 10.0217 17.1879 1.369 -1.174 -1.134
C 3.3310 7.4198 16.9439 -0.299 0.727 -1.076
F 2.7116 6.8854 15.8633 0.517 0.852 -0.037
F 4.4271 6.7648 17.1407 1.544 -0.318 0.018
F 2.5291 7.1891 17.9454 -0.690 0.638 1.151
C 2.5930 6.1762 23.8434 0.375 0.151 -0.945
C 3.5872 7.3361 23.5982 -0.931 -2.308 0.744
O 3.0642 8.0621 22.4564 1.283 0.692 0.804
P 4.1562 8.8703 21.6159 -0.863 0.595 -0.739
O 5.1808 7.9890 21.0219 -0.256 1.172 0.891
O 4.5613 10.1206 22.6217 -1.435 -3.127 -1.085
C 4.9668 11.3733 22.1901 0.447 1.618 1.836
C 6.4307 11.3776 22.0284 1.560 -0.209 -1.324
O 3.2786 9.5882 20.4746 -0.561 -0.467 0.506
C 1.8397 9.5136 20.3541 -1.836 1.472 -1.013
C 1.0932 10.7316 20.9931 0.781 -0.778 0.473
H 2.9227 5.5301 24.6570 -0.323 0.350 0.328
H 1.5461 6.4794 23.8573 0.108 0.175 0.670
H 2.6455 5.5322 22.9656 0.093 -0.057 -0.183
H 3.7846 7.8887 24.5168 -0.522 0.853 -0.380
H 4.5153 6.7903 23.4282 0.332 0.540 -0.832
H 4.3845 11.8445 21.3982 -0.044 -0.544 -0.342
H 4.8612 12.0133 23.0660 -0.849 0.096 0.168
H 6.8431 12.3784 22.1560 0.040 0.109 -0.394
H 6.9606 10.7542 22.7486 -0.415 -0.034 0.255
H 6.6722 10.9400 21.0598 0.450 0.306 -0.207
H 1.5076 9.5408 19.3163 1.175 -0.010 -0.436
H 1.3691 8.5826 20.6701 0.667 -0.064 0.789
H 0.0383 10.8278 20.7359 -0.234 -1.060 0.227
H 1.2655 10.5543 22.0547 -0.527 0.787 0.281
H 1.3730 11.7402 20.6890 1.113 -0.189 -0.024
C 8.1269 5.2042 15.7728 0.376 0.702 0.782
C 9.6605 4.8891 16.1167 -1.718 -0.426 -0.852
O 10.1002 5.0626 17.4878 -1.556 1.632 0.432
P 9.8319 6.5637 18.0748 0.087 -0.272 1.003
O 10.4993 7.6342 17.2914 -1.131 -0.666 0.427
O 8.2294 6.6482 18.3833 2.096 -0.351 -1.087
C 7.5671 7.8818 18.7265 -0.495 -0.422 2.438
C 7.9202 8.2164 20.2167 0.095 0.664 -0.818
O 10.4428 6.4368 19.5844 -2.537 -1.123 -2.256
C 11.7865 6.6595 19.6967 2.390 2.564 2.022
C 11.9792 8.1273 20.2184 0.842 -1.025 0.108
H 7.7626 4.7006 14.8773 0.487 -0.397 0.064
H 7.4881 4.9291 16.6120 0.201 -0.646 0.088
H 7.7719 6.2242 15.6260 0.867 0.447 -0.054
H 9.6302 3.8165 15.9255 0.805 -0.030 0.269
H 10.4142 5.3731 15.4957 -0.381 0.069 -0.236
H 7.7279 8.6879 18.0106 0.414 -0.132 0.079
H 6.5048 7.6386 18.7490 0.021 -0.049 -0.400
H 8.9839 8.4427 20.2899 -0.038 0.117 0.175
H 7.3144 9.0475 20.5777 0.246 0.267 -0.416
H 7.6535 7.4631 20.9580 0.134 -0.546 -0.624
H 12.2315 6.0088 20.4495 -0.335 -0.365 -0.008
H 12.4243 6.5839 18.8160 -0.572 -0.286 -0.444
H 11.4943 8.3901 21.1586 -0.770 -0.403 -0.201
H 13.0168 8.1592 20.5509 0.409 0.516 -0.603
H 11.7292 8.8374 19.4300 0.225 0.069 0.140
C 5.7022 1.0572 23.0370 -0.710 1.432 -2.884
C 4.9465 1.1553 21.5612 1.805 -4.094 2.278
O 4.7619 2.4320 21.1612 -1.466 2.926 -0.255
P 4.7555 2.7089 19.5916 -1.115 0.241 -2.514
O 3.6496 2.1138 18.7444 2.288 1.108 2.201
O 4.9097 4.3410 19.4869 -0.246 -1.414 0.230
C 3.9342 5.2079 20.0679 -2.076 -0.386 1.826
C 2.4643 4.7150 19.9515 -0.069 -0.030 -1.993
O 6.1928 2.1549 19.1920 -0.259 1.077 -0.612
C 7.4159 2.9002 19.5030 -0.566 0.312 -2.683
C 7.7294 2.8112 20.9071 1.266 -0.224 1.903
H 5.4577 2.0094 23.5078 -0.391 -0.305 0.572
H 5.4826 0.1628 23.6201 -0.065 0.259 -0.197
H 6.7572 1.1873 22.7960 0.055 -0.584 0.339
H 5.5844 0.6799 20.8161 0.377 -0.319 0.273
H 4.0695 0.5085 21.5349 -0.570 0.552 0.299
H 4.0367 5.2503 21.1523 0.902 -0.096 0.197
H 4.0430 6.2527 19.7770 0.356 -0.461 -0.675
H 2.2341 3.7215 20.3364 0.400 0.159 0.539
H 1.6862 5.4168 20.2515 0.452 0.303 0.685
H 2.2112 4.5902 18.8986 0.170 -0.080 -0.352
H 8.1370 2.4941 18.7936 0.282 -0.630 0.535
H 7.3981 3.9213 19.1220 -0.853 0.277 0.307
H 8.5756 3.4600 21.1332 0.118 0.042 0.002
H 6.9187 3.1073 21.5728 0.058 0.053 -0.262
H 8.0392 1.7941 21.1473 -0.071 -0.052 0.223
C 1.2137 5.0132 11.5716 -0.044 1.299 -0.399
C 0.8106 4.6730 12.9982 0.423 -2.512 -1.731
O 0.5062 5.6661 13.9322 -0.058 1.617 0.138
P 0.1051 7.1953 13.5958 -6.059 -3.980 2.961
O 1.2463 7.9724 13.3147 2.669 2.508 -1.525
O -1.1687 7.0673 12.5321 1.068 0.675 1.911
C -2.4022 6.5640 13.1576 -1.382 -0.087 -0.195
C -2.3738 5.0963 13.4318 0.944 -1.008 0.520
O -0.7542 7.6003 14.9771 1.672 -0.489 -3.003
C -0.1364 8.2272 16.0902 -0.886 0.502 1.673
C -1.3262 8.5445 17.0658 2.210 -0.512 -0.272
H 1.0758 4.1638 10.9026 0.169 -0.223 0.315
H 0.5963 5.7936 11.1268 -0.319 0.088 0.094
H 2.2265 5.4010 11.4628 0.178 -0.205 0.216
H 0.0089 3.9411 12.8993 -0.767 0.525 0.240
H 1.5696 3.9662 13.3338 0.510 0.715 0.902
H -2.8030 7.1149 14.0085 1.272 0.279 0.448
H -3.2750 6.7372 12.5281 0.652 0.131 -1.220
H -2.1606 4.5143 12.5352 -0.751 0.040 -0.265
H -1.5588 4.7544 14.0698 -0.047 0.566 0.383
H -3.2653 4.7861 13.9768 -0.271 -0.028 -0.507
H 0.5936 7.5580 16.5454 -0.267 -0.044 0.017
H 0.3745 9.1671 15.8811 0.034 -0.068 -0.617
H -1.7514 7.5933 17.3862 -0.715 0.247 -0.437
H -0.8784 8.9346 17.9798 -0.029 0.400 0.021
H -1.9474 9.3056 16.5938 -0.421 -0.432 0.239
C 11.8497 15.6871 10.8153 0.352 -0.248 -0.646
C 11.2580 14.4103 11.4682 0.452 0.992 -0.223
O 9.8489 14.5329 11.2385 -1.937 -1.237 1.263
P 8.8225 13.5204 12.0314 0.533 1.032 -0.705
O 9.5129 12.7962 13.1334 -1.034 0.454 -0.772
O 8.1560 12.6545 10.8665 -0.119 -0.628 1.174
C 8.9092 11.5366 10.3414 0.774 0.166 -1.120
C 9.3466 11.9323 8.9640 1.180 0.121 -0.785
O 7.5442 14.4591 12.3868 1.556 -0.420 -2.167
C 7.0644 14.5223 13.6845 -0.592 -0.266 1.944
C 8.0111 15.2745 14.5528 1.866 0.640 -0.187
H 11.2994 16.6093 11.0018 -0.167 -0.245 1.098
H 12.9037 15.8477 11.0424 -0.067 -0.116 0.308
H 11.7953 15.7555 9.7289 0.008 -0.989 -0.267
H 11.5694 13.4229 11.1274 0.398 0.278 -0.814
H 11.5287 14.3416 12.5218 -0.431 0.499 0.266
H 9.7628 11.2605 10.9605 -0.030 0.396 0.294
H 8.3853 10.5959 10.1717 -1.038 0.321 0.858
H 9.8791 12.8823 8.9190 -0.234 0.222 0.266
H 10.1023 11.2230 8.6264 -0.137 -0.324 -0.195
H 8.5436 11.9582 8.2273 -0.107 -0.022 0.189
H 6.1495 15.1123 13.7399 -0.548 -0.821 -0.691
H 7.0104 13.4875 14.0228 -0.778 0.190 0.380
H 8.0312 15.1338 15.6335 -0.440 -0.356 -0.076
H 8.9688 14.9311 14.1617 0.449 0.295 0.668
H 7.9798 16.3464 14.3574 -0.151 0.052 -0.028
C 4.5682 12.9927 9.3070 -1.205 -0.519 0.471
C 4.3069 11.7077 10.1691 1.298 0.673 -0.773
O 3.2151 11.0165 9.5453 -0.882 -2.280 -0.223
P 2.9099 9.3870 9.6960 1.331 1.295 -2.054
O 3.1391 8.9302 11.0885 -0.438 0.140 -0.408
O 1.4094 9.2332 9.0745 5.069 -0.907 0.722
C 0.3833 9.8310 9.8001 -2.004 1.267 -1.262
C -0.2132 10.7448 8.7590 -1.487 0.985 -0.189
O 3.8417 8.6525 8.5229 -3.301 0.505 1.059
C 5.2288 8.7766 8.4176 1.978 0.779 -0.120
C 5.8989 8.2954 9.6314 0.777 -0.637 2.110
H 5.4521 13.5855 9.5425 -0.068 -0.267 0.475
H 4.6108 12.7744 8.2399 0.164 -0.508 0.065
H 3.6642 13.5949 9.3975 0.116 0.385 0.130
H 5.2292 11.1270 10.1516 -0.073 -0.385 -0.083
H 4.1019 11.8633 11.2283 -0.256 0.413 -0.145
H -0.2880 8.9995 10.0146 -0.207 0.400 0.737
H 0.6047 10.5249 10.6111 0.759 -0.819 0.587
H 0.4348 11.5380 8.3860 0.704 -0.461 0.097
H -0.6138 10.1988 7.9049 0.018 -0.004 0.060
H -1.0036 11.3552 9.1958 -0.543 -0.260 0.109
H 5.7708 8.2487 7.6328 -1.557 -0.260 -0.964
H 5.4956 9.8258 8.2910 -0.187 0.189 -0.337
H 6.8433 7.7562 9.5570 0.417 0.604 -0.739
H 6.0364 9.1702 10.2669 0.053 -0.554 0.827
H 5.3459 7.4850 10.1063 -0.568 0.446 0.389
C -3.7220 10.9377 13.3857 0.972 0.449 -0.752
C -2.2852 10.9654 12.8022 -0.724 -0.477 -0.692
O -1.5888 12.1359 13.2724 2.113 -0.591 0.636
P 0.0388 12.2157 13.2450 -0.932 2.331 0.424
O 0.7883 10.9727 13.5613 -0.292 0.808 -1.007
O 0.4140 13.0392 11.8446 -0.532 -3.808 2.486
C -0.2216 14.2542 11.5616 0.250 1.873 0.194
C 0.9454 15.2535 11.5498 -0.745 0.344 -0.454
O 0.2148 13.3664 14.4019 -1.432 0.236 -3.451
C 1.0663 13.1224 15.4600 0.848 -0.842 1.691
C 1.2037 14.3829 16.3832 -0.442 -1.051 -0.604
H -4.0860 11.9639 13.3348 -0.440 -0.179 -0.195
H -4.2979 10.2404 12.7773 -0.225 0.272 -0.079
H -3.8310 10.6135 14.4207 0.591 -0.052 0.006
H -1.8257 9.9819 12.9004 0.754 0.198 1.101
H -2.1941 11.0632 11.7205 -1.107 0.137 -0.330
H -0.8003 14.1887 10.6403 0.632 -0.150 -0.500
H -1.0146 14.5703 12.2393 0.316 -0.356 0.787
H 1.5538 15.0624 10.6658 -0.069 0.341 -0.106
H 0.5402 16.2648 11.5853 0.210 0.149 -0.430
H 1.6249 15.1728 12.3983 -0.382 -0.392 0.240
H 0.6099 12.2234 15.8744 0.524 0.145 1.353
H 2.0139 12.7727 15.0504 0.441 0.373 0.333
H 1.9341 14.2631 17.1834 0.441 -0.312 -0.355
H 1.4608 15.2265 15.7427 0.027 0.093 0.188
H 0.3016 14.6007 16.9549 -0.333 -0.005 -0.483
N 10.3506 12.4696 16.0441 -0.437 1.164 0.034
C 11.0207 13.6895 16.0626 -0.363 -0.897 -1.174
C 11.9528 13.6773 17.0765 -0.532 0.052 -0.851
C 11.7611 12.4534 17.7149 -1.071 -2.516 1.225
C 10.7145 11.7187 17.1086 1.653 1.356 0.197
H 9.7532 12.1550 15.2929 0.014 0.362 -0.032
H 10.8079 14.3639 15.2463 0.293 0.101 0.170
H 12.7296 14.4150 17.2134 -0.217 -0.030 0.271
H 12.2546 12.0047 18.5643 0.298 0.455 0.088
H 10.2330 10.7758 17.3218 0.377 -0.073 0.024
N 5.4629 7.4033 13.7092 0.525 0.508 -0.370
C 6.7057 7.1925 13.2095 2.350 0.515 1.089
C 6.8062 6.0479 12.4638 -1.945 1.209 0.452
C 5.4444 5.6647 12.4037 -2.270 -1.232 -0.412
C 4.6065 6.4816 13.1967 1.851 -0.523 -0.658
H 5.1579 8.1722 14.2888 0.314 -0.196 0.079
H 7.5711 7.7536 13.5301 -0.289 0.378 0.182
H 7.7126 5.6167 12.0655 -0.322 0.021 -0.158
H 5.0339 4.8996 11.7615 0.078 -0.339 0.203
H 3.5956 6.5720 13.5659 -0.217 -0.665 -0.649
N 5.0244 13.6545 18.1971 0.445 2.454 1.519
C 4.5680 14.6989 18.9607 -0.470 -0.218 -1.019
C 5.6147 15.2203 19.7667 0.169 -0.988 0.547
C 6.7118 14.4333 19.4912 0.797 2.411 0.877
C 6.3676 13.5960 18.4640 -1.275 -3.114 -1.665
H 4.5211 13.2413 17.4250 0.065 -0.665 -0.350
H 3.5897 15.1292 18.8054 -0.134 -0.260 0.145
H 5.4878 15.9556 20.5474 0.103 0.124 -0.254
H 7.7237 14.5975 19.8308 -0.091 -0.283 0.222
H 6.9001 12.7945 17.9736 0.482 0.227 -0.072
```
Forces are in eV/Å.

Atom charges from the Löwdin analysis, given in e for atoms 1 to 2:
1 Ti 0.62
2 C -0.44